Below is the ion C5H13NS2 with charge +1 in a non-equilibrium geometry, with properties calculated with ωB97M-V/def2-TZVPD.

Atoms and positions in Å:
S 3.143 1.892 -0.316
S 2.370 0.288 0.710
C 1.886 -0.869 -0.676
C 0.926 -0.228 -1.669
C -0.225 0.474 -0.973
N -0.795 -0.243 0.153
C -1.465 0.389 1.281
C -2.702 -0.483 1.701
H 4.417 1.384 -0.506
H 2.837 -1.120 -1.180
H 1.512 -1.773 -0.191
H 1.509 0.428 -2.318
H 0.470 -1.083 -2.194
H -1.108 0.530 -1.643
H -0.027 1.485 -0.610
H -1.237 -1.126 -0.112
H -0.649 0.508 2.022
H -2.010 1.313 1.057
H -2.352 -1.414 2.151
H -3.402 -0.573 0.875
H -3.100 0.219 2.439

Values from the calculation:
spin multiplicity: 2
DFT total energy: -28547.7871 eV
E_LUMO (alpha / beta): -2.9 / -7.4 eV
HOMO-LUMO gap (alpha / beta): 0.3606 / 0.1941 Eh
relative energy (zero: lowest compared OMol25 entry of this formula, charge and spin): 0.376 eV
total charge: +1
strongest force on any atom: 0.0467 hartree/bohr